No. 1
Here is a structure of composition H2N3O2S in a non-equilibrium geometry from OMol25. Energies are from ωB97M-V with the def2-TZVPD basis set.

The max |F| comes out at 3.36 eV Å⁻¹. Its energy is -713.97117 Eh. For the frontier orbital gap, the calculation gives 6.8249 eV. As for the net charge: -1. The energy above the lowest of the compared OMol25 structures with the same formula, charge and spin is 304.7 kJ/mol.

Atoms and positions in Å:
N -1.13125 -0.20287 -0.28324
N -0.07809 0.67387 -0.13727
N 1.05048 0.16153 0.17017
O -0.31241 1.90934 -0.17819
O 2.13041 0.76580 0.18516
S 0.99419 -2.20593 0.03350
H -1.90785 0.05828 0.32192
H -0.74549 -1.16003 -0.11206

Atomic charges from the Mulliken analysis, expressed in e, are listed below: -0.488, 0.885, -0.033, -0.764, -0.587, -0.486, 0.219, 0.254

---

No. 2
Here is the ion H2N3O3PS with charge -2 in a non-equilibrium geometry from OMol25. Energies are from ωB97M-V with the def2-TZVPD basis set.

The max |F| comes out at 3.14 eV Å⁻¹. Its energy is -1130.68785 Eh. For the frontier orbital gap, the calculation gives 6.2930 eV. As for the net charge: -2. The SMILES is O=P([O-])([O-])Sn1[nH][nH]1. The energy above the lowest of the compared OMol25 structures with the same formula, charge and spin is 30.3 kJ/mol.

Atoms and positions in Å:
N -1.21151 0.34913 -0.83600
N -0.84108 -0.59210 -1.90572
N -1.05543 -0.99606 -0.54668
O -0.09332 0.78601 2.19655
O 1.26014 1.28238 0.10098
O 2.36895 0.10806 2.10794
P 1.10408 0.43879 1.37468
S 0.53741 -1.63074 0.44362
H -0.31661 0.99987 -0.69546
H -1.75264 -0.74534 -2.23990

Here are the Mulliken charges for atoms 1 to 8, given in e: -0.454, -0.328, -0.087, -0.704, -0.785, -0.725, 0.761, -0.378

---

No. 3
Here is the molecule H2N4O4S in a non-equilibrium geometry from OMol25. Energies are from ωB97M-V with the def2-TZVPD basis set.

The max |F| comes out at 4.76 eV Å⁻¹. Its energy is -918.93453 Eh. For the frontier orbital gap (spin up / spin down), the calculation gives 5.4035 / 6.8646 eV. Its multiplicity is 3.

Atoms and positions in Å:
N -0.82284 1.17444 0.27228
N 1.36761 -0.23653 0.44581
N -1.92275 0.68892 -0.42974
N 1.45684 -1.48877 -0.15612
O -2.49285 1.51882 -1.07953
O -2.16332 -0.46871 -0.31468
O 2.51133 -1.70311 -0.68342
O 0.49759 -2.18620 -0.08708
S 0.04329 0.23624 1.36151
H -0.71304 2.18133 0.22274
H 2.23814 0.28357 0.44824

Here are the Mulliken charges for atoms 1 to 8, given in e: -0.256, -0.255, 1.227, 1.227, -0.653, -0.614, -0.653, -0.613

---

No. 4
Here is a structure of composition H2NO2P in a non-equilibrium geometry from OMol25. Energies are from ωB97M-V with the def2-TZVPD basis set.

The max |F| comes out at 4.59 eV Å⁻¹. Its energy is -547.63486 Eh. For the frontier orbital gap (spin up / spin down), the calculation gives 7.9469 / 7.9446 eV. The energy above the lowest of the compared OMol25 structures with the same formula, charge and spin is 469.1 kJ/mol.

Atoms and positions in Å:
N -1.16239 -0.88262 -0.73256
O -2.27257 -0.58231 -0.80044
O -0.05799 0.64640 -0.58584
P 0.76400 -0.25568 0.50610
H 2.00224 0.21928 0.09357
H 0.72670 0.85493 1.51917

Atomic charges from the Mulliken analysis, expressed in e, are listed below: 0.388, -0.138, -0.427, 0.103, 0.029, 0.043